1.
10
Properties=species:S:1:pos:R:3:mulliken_charge:R:1 method="wB97M-V/def2-TZVPD" spin_multiplicity=1 largest_force_ha_per_bohr=0.0732 orbital_gap_ev=8.2 e_above_lowest_kj_mol=397.43 e_homo_ev=-9.5
C -0.7649 -0.0214 0.4909 0.0769
C 1.2788 -0.4115 -0.5265 -0.7229
N 0.4565 0.4582 0.2186 0.0097
O -3.0652 0.1153 1.3139 -0.4712
F 0.2888 1.7890 -0.5261 -0.2686
S -1.7349 0.6776 1.5959 0.3340
H -1.2492 -0.8174 -0.3641 0.1505
H 0.7356 -0.9729 -1.3758 0.3253
H 2.1200 0.2144 -0.9700 0.2799
H 1.9345 -1.0313 0.1432 0.2865

=====

2.
12
Properties=species:S:1:pos:R:3:mulliken_charge:R:1 method="wB97M-V/def2-TZVPD" spin_multiplicity=2 largest_force_ha_per_bohr=0.1131 orbital_gap_ev="8.5 / 5.6" e_above_lowest_kj_mol=0.00 charge=+1 e_homo_ev="-13.1 / -12.8"
Yb -0.9390 0.4149 -1.3699 1.4359
S -1.7458 2.6142 0.3146 0.9475
O -2.7855 3.5779 -0.1972 -0.3191
O -2.3292 1.1381 0.1367 -0.6041
O -0.6024 2.4984 -0.8033 -0.6032
O 0.8683 -0.8598 -0.6987 -0.3962
C 1.5856 -0.9195 0.5698 -0.2219
C 0.8309 -2.0720 0.0846 -0.2246
H 1.2225 -0.2490 1.3494 0.2320
H 2.6717 -0.9461 0.4797 0.2330
H -0.1380 -2.3035 0.5324 0.2833
H 1.3608 -2.8936 -0.3981 0.2372

=====

3.
12
Properties=species:S:1:pos:R:3:mulliken_charge:R:1 method="wB97M-V/def2-TZVPD" spin_multiplicity=6 largest_force_ha_per_bohr=0.0391 orbital_gap_ev="5.6 / 6.6" e_above_lowest_kj_mol=0.00 charge=-1 e_homo_ev="-2.5 / -3.7"
N 0.4179 1.2427 1.4888 -0.3621
S 0.1552 2.6238 0.4146 -0.4497
S 0.5561 -0.1547 0.7975 0.3418
C 2.1080 -0.1112 -0.3546 0.5710
F 1.8888 0.2944 -1.6030 -0.1935
F 3.0561 0.6604 0.1736 -0.2461
F 2.5927 -1.3613 -0.4175 -0.2612
O -2.7715 -2.2763 1.0632 -0.3822
C -2.9657 -1.4074 0.3150 0.7613
O -3.4072 -0.4930 -0.2663 -0.3647
O -0.4944 -0.3386 -0.3850 -0.5824
Fe -1.1361 1.3211 -1.2264 0.1677

=====

4.
7
Properties=species:S:1:pos:R:3:mulliken_charge:R:1 method="wB97M-V/def2-TZVPD" spin_multiplicity=1 largest_force_ha_per_bohr=0.0422 orbital_gap_ev=8.2 e_above_lowest_kj_mol=69.66 e_homo_ev=-9.2
C -0.0156 1.0101 -1.4349 0.2757
C 0.0441 0.1247 -0.2983 -0.7084
S -0.3075 2.4897 -1.8106 -0.1384
Br 0.6565 -0.4487 -3.3719 -0.3506
H -0.8967 -0.4240 -0.2343 0.2908
H 0.1852 0.7010 0.6182 0.3082
H 0.8401 -0.6099 -0.4090 0.3227

=====

5.
14
Properties=species:S:1:pos:R:3:mulliken_charge:R:1 method="wB97M-V/def2-TZVPD" spin_multiplicity=1 largest_force_ha_per_bohr=0.0283 orbital_gap_ev="8.1 / 6.7" e_above_lowest_kj_mol=277.81 e_homo_ev="-8.1 / -7.5"
C -1.3446 0.0952 2.0571 -1.2053
C 0.9703 -0.0876 -1.5428 -0.6541
C -1.6291 -0.1996 0.6257 -0.0984
N 0.4004 1.1786 -1.2275 -0.1916
S -0.7184 1.8653 -2.0800 -0.0795
I -3.0912 1.0369 -0.2626 0.1133
I -1.7965 -2.2518 0.1113 0.0666
H -2.2240 0.0277 2.7025 0.3570
H -0.9504 1.1088 2.1360 0.3537
H -0.5961 -0.5992 2.4321 0.3868
H 0.3417 -0.7077 -2.1973 0.2995
H 1.9406 0.0607 -2.0337 0.2609
H 1.1618 -0.6299 -0.6150 0.2230
H -1.1029 0.9063 -3.0030 0.1680

=====

6.
28
Properties=species:S:1:pos:R:3:mulliken_charge:R:1 method="wB97M-V/def2-TZVPD" spin_multiplicity=1 largest_force_ha_per_bohr=0.0904 orbital_gap_ev=9.2 e_above_lowest_kj_mol=678.02 e_homo_ev=-9.6
C -2.0417 -0.3398 -0.3157 0.7394
C -1.1478 0.6105 -0.1769 -0.0594
C -3.3859 -0.3939 0.4974 -1.5239
C -1.6880 -1.6483 -0.9756 -1.2582
C 1.3650 -0.7201 1.3111 -1.4946
C 3.1554 -0.4836 -0.4295 -1.7369
C 0.7842 0.5026 -0.9072 -0.7357
C 1.8909 0.2043 0.2330 1.8795
N -1.3721 1.8817 0.3495 0.9116
O -0.3573 2.3500 0.9057 -0.6509
O -2.4270 2.4785 0.2208 -0.5915
O 1.0166 1.7297 -1.4341 -0.5552
O 2.4385 1.4169 0.7535 -0.6712
H -4.0680 -0.8221 -0.2646 0.3482
H -3.8057 0.3964 1.1014 0.3720
H -3.3054 -1.1501 1.1563 0.4592
H -0.6047 -1.6877 -1.0671 0.2903
H -2.2943 -1.6973 -2.0274 0.3013
H -1.9939 -2.5123 -0.3896 0.3612
H 1.5963 -0.2070 2.1602 0.5040
H 1.6189 -1.7443 1.1400 0.3653
H 0.2647 -0.5726 1.1959 0.2129
H 3.9019 -0.6622 0.4224 0.3900
H 3.1503 -1.3937 -0.9174 0.4430
H 3.6397 0.3034 -1.1287 0.3398
H 0.7216 -0.1153 -1.8001 0.4934
H 1.2519 2.4081 -0.7793 0.4530
H 1.6961 1.8682 1.1664 0.4134

=====

7.
17
Properties=species:S:1:pos:R:3:mulliken_charge:R:1 method="wB97M-V/def2-TZVPD" spin_multiplicity=1 largest_force_ha_per_bohr=0.1202 orbital_gap_ev=11.4 smiles="CC[NH2+]CC(=O)O" e_above_lowest_kj_mol=203.12 charge=+1 e_homo_ev=-15.2
C -1.3690 0.5651 1.6909 -1.0588
C -0.4017 1.3709 0.8756 -0.2942
N 0.6302 0.5108 0.0698 -0.3530
C 0.1532 -0.2907 -1.1065 -0.4062
C 1.0638 -1.3469 -1.6943 0.3225
O 1.9322 -1.2293 -2.5118 -0.4477
O 0.8216 -2.4911 -0.9893 -0.3794
H -1.0199 -0.4190 1.8378 0.3476
H -1.4722 1.0502 2.6716 0.3262
H -2.3720 0.5536 1.1826 0.3245
H 0.3548 2.0353 1.4543 0.3682
H -1.0298 1.9844 0.0901 0.2893
H 1.3255 1.2833 -0.2320 0.4495
H 1.2546 -0.0646 0.7758 0.4400
H -0.7785 -0.8412 -0.8553 0.3467
H -0.2324 0.5241 -1.8474 0.4065
H 1.1395 -3.1950 -1.4121 0.3183

=====

8.
16
Properties=species:S:1:pos:R:3:mulliken_charge:R:1 method="wB97M-V/def2-TZVPD" spin_multiplicity=1 largest_force_ha_per_bohr=0.0086 orbital_gap_ev=10.4 smiles="CC(C)(C)C1=NO1" e_above_lowest_kj_mol=360.63 e_homo_ev=-9.6
C -0.2061 -1.4238 0.3814 -1.5503
C 0.0941 0.0373 0.0141 1.8968
C -1.2119 0.6526 -0.5197 -1.6160
C 0.6063 0.8129 1.2324 -1.5588
C 1.0352 0.0121 -1.1354 0.3381
N 2.1099 0.3988 -1.6301 -0.5343
O 0.9233 -0.5621 -2.3249 -0.4500
H -0.6172 -1.9863 -0.4680 0.3795
H -0.9491 -1.4051 1.1840 0.3797
H 0.6840 -1.9460 0.7450 0.4021
H -1.9545 0.5678 0.2783 0.4148
H -1.5912 0.1235 -1.4020 0.3935
H -1.0987 1.7078 -0.7814 0.3857
H -0.2781 1.1043 1.8043 0.3610
H 1.2322 0.1981 1.8826 0.3749
H 1.1659 1.7186 0.9667 0.3833

=====

9.
16
Properties=species:S:1:pos:R:3:mulliken_charge:R:1 method="wB97M-V/def2-TZVPD" spin_multiplicity=1 largest_force_ha_per_bohr=0.0718 orbital_gap_ev="9.0 / 9.0" e_above_lowest_kj_mol=166.75 e_homo_ev="-10.2 / -10.2"
C -0.5692 -0.4944 0.6513 0.6714
C 0.0053 -1.3950 0.0637 -0.4694
C -0.0680 1.5313 1.9110 -1.0741
C 0.8270 -2.8325 -1.8762 -1.1136
C -1.1577 0.6778 1.2842 -0.4883
C 0.7247 -2.4523 -0.4135 0.5413
F 2.6908 -1.8800 0.1094 -0.5728
Br 0.6070 -4.0639 0.5847 -0.0724
H -0.5249 1.9234 2.7767 0.3337
H 0.2647 2.4423 1.2679 0.2764
H 0.7806 0.9523 2.1609 0.3694
H -0.2150 -2.7416 -2.3446 0.3124
H 1.1291 -3.9195 -2.0444 0.3486
H 1.4195 -2.2400 -2.5222 0.3283
H -1.9545 0.3548 1.8900 0.3691
H -1.6262 1.4213 0.5102 0.2401

=====

10.
72
Properties=species:S:1:pos:R:3:mulliken_charge:R:1 method="wB97M-V/def2-TZVPD" spin_multiplicity=1 largest_force_ha_per_bohr=0.0452 orbital_gap_ev=10.8 smiles=ClCCCl.ClCCCl.ClCCCl.ClCCCl.ClCCCl.ClCCCl.ClCCCl.ClCCCl.ClCCCl e_above_lowest_kj_mol=238.89 e_homo_ev=-10.8
Cl 2.4402 5.3689 9.6759 -0.1801
C 1.4269 4.3315 10.6140 -0.4194
C 0.5222 3.4884 9.7475 -0.4463
Cl -0.3948 2.3689 10.7084 -0.1781
H 0.7695 4.8988 11.2727 0.2971
H 2.0222 3.6636 11.2366 0.3089
H 1.1268 2.9556 9.0134 0.3058
H -0.0875 4.1616 9.1448 0.3122
Cl -3.6369 -10.0713 -0.0175 -0.2050
C -4.0909 -8.2997 0.1894 -0.4570
C -5.3093 -7.9174 -0.5909 -0.3830
Cl -5.9181 -6.3521 -0.0651 -0.1849
H -3.2684 -7.6543 -0.1191 0.3110
H -4.2109 -8.1476 1.2621 0.3209
H -6.0713 -8.6866 -0.4653 0.3030
H -5.1223 -7.8938 -1.6645 0.2951
Cl 6.1417 -3.2698 -8.6073 -0.1980
C 4.7412 -3.0426 -7.5092 -0.4393
C 4.8339 -3.9593 -6.3466 -0.3906
Cl 3.5946 -3.5921 -5.2034 -0.1876
H 3.8405 -3.2783 -8.0760 0.2998
H 4.6502 -1.9913 -7.2361 0.3206
H 5.7685 -3.7996 -5.8089 0.2905
H 4.7005 -5.0296 -6.5037 0.3048
Cl 5.5943 -2.4215 5.0734 -0.1790
C 7.0564 -1.4364 5.0446 -0.4371
C 6.8407 0.0780 5.0611 -0.4039
Cl 8.3630 1.1054 4.9608 -0.2047
H 7.6280 -1.7018 4.1553 0.3068
H 7.6830 -1.7384 5.8838 0.3131
H 6.3514 0.3953 5.9820 0.3193
H 6.3212 0.2923 4.1271 0.2856
Cl -2.6452 -2.5275 -7.4938 -0.1779
C -3.4759 -3.2630 -6.0829 -0.4012
C -4.9210 -3.7090 -6.4593 -0.4742
Cl -6.0605 -2.2684 -6.8172 -0.1942
H -3.5223 -2.5580 -5.2530 0.3138
H -2.9656 -4.1364 -5.6768 0.2996
H -5.2894 -4.3520 -5.6600 0.3157
H -4.8562 -4.2575 -7.3990 0.3187
Cl -7.1986 0.7314 -2.0029 -0.1947
C -8.6946 0.1311 -1.3380 -0.3634
C -9.8302 1.1425 -1.5683 -0.4620
Cl -11.4342 0.3567 -1.3026 -0.2047
H -8.6397 -0.3199 -0.3472 0.3521
H -9.0011 -0.6492 -2.0346 0.2527
H -9.8027 1.4953 -2.5993 0.3175
H -9.9100 1.9515 -0.8421 0.3024
Cl 6.6477 0.9385 -1.3945 -0.1802
C 6.0396 2.1016 -2.6045 -0.4050
C 6.2303 3.5977 -2.1473 -0.4353
Cl 5.6350 3.9625 -0.5696 -0.1647
H 4.9797 1.8471 -2.6105 0.2805
H 6.5541 1.9705 -3.5564 0.3083
H 5.6808 4.2939 -2.7810 0.2923
H 7.2831 3.8790 -2.1688 0.3046
Cl 0.6889 9.7430 1.5310 -0.1937
C -1.0067 9.2464 1.5188 -0.4100
C -0.9942 7.7250 1.2764 -0.4574
Cl -2.6499 7.1402 1.1817 -0.2014
H -1.4407 9.6896 0.6225 0.2722
H -1.6207 9.5971 2.3483 0.3470
H -0.4604 7.1940 2.0646 0.3200
H -0.4689 7.4097 0.3749 0.3234
Cl -0.4964 -2.0282 0.4024 -0.1885
C -0.0770 -0.3556 -0.0258 -0.4055
C 0.9037 0.2654 1.0266 -0.4204
Cl 0.1266 0.4481 2.6042 -0.1849
H -1.0022 0.2194 -0.0658 0.3138
H 0.4160 -0.4342 -0.9948 0.2846
H 1.1667 1.2973 0.7937 0.2767
H 1.8059 -0.3403 1.1116 0.3235

=====

11.
126
Properties=species:S:1:pos:R:3:mulliken_charge:R:1 method="wB97M-V/def2-TZVPD" spin_multiplicity=5 largest_force_ha_per_bohr=0.1232 orbital_gap_ev="10.0 / 9.7" e_above_lowest_kj_mol=515.12 e_homo_ev="-10.2 / -10.2"
Fe 1.1527 1.8358 1.7803 2.3467
B 3.4610 1.9814 0.1374 0.1557
F 2.3036 1.6954 -0.4660 -0.2413
F 3.1353 1.8895 1.4748 -0.5383
F 4.4780 1.0610 -0.1933 -0.3616
F 3.6983 3.2836 -0.1646 -0.3705
C -0.6070 -0.5763 -1.6811 0.2981
F -1.1399 0.0704 -2.7320 -0.0499
F -0.8482 -1.8823 -1.7893 -0.0403
F 0.7040 -0.4251 -1.8673 -0.2167
S -1.0622 0.1560 0.0928 -0.5044
O -1.5225 1.5219 -0.1425 -0.0136
O -2.1597 -0.6840 0.6963 -0.5631
N 0.3634 0.0798 1.1031 0.8928
S 0.4363 -1.4907 1.4755 -0.0150
O 0.1665 -1.3859 2.9253 -0.4934
O -0.3665 -2.4927 0.8339 -0.2284
C 2.3458 -1.9591 1.2707 0.1497
F 2.7507 -1.5610 0.0279 -0.1869
F 3.1288 -1.3408 2.1529 -0.0813
F 2.4718 -3.2744 1.3759 -0.0774
O -0.7898 2.3439 2.4620 0.2600
S -1.9253 2.6546 3.3478 0.9414
O -2.3397 1.7098 4.3645 -0.6926
O -1.6909 4.1470 4.0090 -0.1150
C -2.7678 4.6277 4.8361 -0.5775
C -3.0262 6.0842 4.3772 -0.9777
C -3.4230 3.1570 2.4162 -0.9475
H -2.3929 4.5712 5.8581 0.4342
H -3.6550 4.0315 5.0496 0.4209
H -2.9185 6.2655 3.3078 0.2208
H -2.2313 6.7172 4.7716 0.3228
H -3.9698 6.4316 4.7979 0.3311
H -3.2259 4.1639 2.0483 0.2145
H -4.2409 3.2744 3.1271 0.4584
H -3.4974 2.4652 1.5771 0.3506
O 0.5575 3.5552 0.5774 -0.6581
S -0.0176 4.7977 0.0400 0.7054
O -1.1220 5.5571 0.7042 -0.6273
O 1.2821 5.9307 -0.4051 -0.1888
C 1.0077 7.2288 -0.8860 -0.2702
C 2.1691 8.0036 -0.2675 -1.2732
C -0.4828 4.4416 -1.7883 -0.7278
H 0.0191 7.4891 -0.5078 0.3992
H 0.9440 7.3668 -1.9654 0.3023
H 2.0425 9.0117 -0.6621 0.3910
H 3.1874 7.6680 -0.4639 0.3168
H 2.0942 8.0082 0.8199 0.2890
H -1.4003 3.8535 -1.8083 0.0437
H 0.4183 3.9340 -2.1323 0.3759
H -0.5641 5.4321 -2.2360 0.4604
O 1.0345 2.0875 5.7222 -0.6416
S 1.7344 0.9304 5.1618 0.9312
O 1.8185 0.8105 3.7353 -0.2930
O 3.2418 0.8574 5.8458 -0.4078
C 4.1468 -0.1340 5.4424 0.0247
C 5.0963 0.5843 4.5605 -0.9649
C 0.9614 -0.6950 5.9062 -0.8583
H 3.7611 -1.0211 4.9400 -0.0702
H 4.6649 -0.5817 6.2905 0.4235
H 4.6209 1.0513 3.6979 0.0165
H 5.8099 -0.1421 4.1718 0.3742
H 5.5697 1.3111 5.2206 0.3797
H 1.1997 -0.7061 6.9698 0.4834
H 1.3826 -1.5269 5.3417 0.1573
H -0.1226 -0.5896 5.8618 0.3526
O 3.3675 -6.1525 6.2774 -0.5981
S 2.8733 -6.3698 4.8686 1.0255
O 2.8183 -7.7047 4.2216 -0.5709
O 1.4192 -5.5089 4.7191 -0.2006
C 0.5426 -6.1709 3.9337 -0.1708
C -0.7178 -5.3039 3.9487 -1.2036
C 3.8226 -5.1651 3.8187 -0.7050
H 0.1869 -7.1350 4.2970 0.3470
H 0.8422 -6.1622 2.8857 0.3345
H -1.1768 -5.3931 4.9333 0.3723
H -1.3613 -5.7385 3.1838 0.3699
H -0.5373 -4.2442 3.7686 0.1791
H 3.4924 -5.1982 2.7805 0.1755
H 4.8803 -5.4270 3.7894 0.4974
H 3.7276 -4.2650 4.4261 0.1415
O -4.1038 -0.8988 -2.2076 -0.5747
S -4.3202 0.1431 -3.2665 1.0583
O -3.6899 0.1506 -4.6472 -0.6324
O -5.9417 0.2597 -3.5570 -0.2702
C -6.4676 0.2652 -4.8994 -0.1833
C -8.0526 0.1310 -4.7514 -1.0811
C -4.1082 1.8144 -2.4380 -0.2765
H -5.9786 -0.4034 -5.6080 0.3632
H -6.3941 1.2469 -5.3674 0.2555
H -8.5437 -0.5034 -5.4892 0.3192
H -8.5420 1.1049 -4.7656 0.3091
H -8.1871 -0.2421 -3.7361 0.2868
H -3.7979 2.5702 -3.1596 0.3300
H -3.2345 1.5779 -1.8307 -0.4208
H -5.0791 2.0957 -2.0303 0.4849
O -0.9364 -4.4947 -3.8495 -0.6497
S -0.6922 -5.2230 -2.5460 1.1943
O -0.1913 -6.6126 -2.5856 -0.6284
O 0.4346 -4.2557 -1.7332 -0.0788
C 1.6947 -3.8192 -2.3809 0.0169
C 2.8808 -4.6004 -1.8021 -1.1136
C -2.0293 -5.0212 -1.3590 -0.6654
H 1.8023 -2.7492 -2.2035 -0.0655
H 1.6576 -3.9557 -3.4617 0.4606
H 3.8714 -4.4653 -2.2362 0.4096
H 2.7843 -5.6723 -1.9747 0.3972
H 3.1703 -4.4380 -0.7638 0.0005
H -1.5235 -5.1266 -0.3993 0.0806
H -2.6360 -5.9173 -1.4894 0.5142
H -2.4979 -4.0551 -1.5467 0.2228
O 1.2085 1.3457 -4.8362 -0.4435
S 1.0779 0.6983 -6.1460 0.9153
O 1.3371 1.3466 -7.3566 -0.5947
O 1.8326 -0.7623 -6.0503 -0.1577
C 2.6858 -1.1352 -7.1166 -0.3803
C 1.9290 -1.3002 -8.4575 -0.9072
C -0.5470 -0.0071 -6.0638 -0.5651
H 2.9711 -2.1515 -6.8451 0.1743
H 3.4773 -0.4090 -6.9315 0.4463
H 2.2258 -0.4968 -9.1316 0.2630
H 0.8449 -1.3214 -8.3454 0.2270
H 2.1447 -2.2296 -8.9846 0.3826
H -0.7951 -0.3447 -5.0575 -0.0328
H -0.6753 -0.7887 -6.8126 0.3192
H -1.0952 0.9278 -6.1802 0.3453

=====

12.
59
Properties=species:S:1:pos:R:3:mulliken_charge:R:1 method="wB97M-V/def2-TZVPD" spin_multiplicity=1 largest_force_ha_per_bohr=0.0135 orbital_gap_ev=6.8 charge=-1 e_homo_ev=-5.2
C -1.3896 -0.6013 2.4175 -0.8028
C -0.2737 -0.8751 3.4271 -0.5158
S 0.8938 0.4816 3.6431 -0.0532
C -0.1067 1.8340 4.2257 -0.7664
Ga 1.0559 3.4017 4.7343 0.2868
N 2.0057 3.1161 6.3562 -0.4931
O 2.4288 3.5757 3.2910 -0.5667
C 3.1939 4.5661 3.3626 0.6180
N 3.9236 5.4636 3.4379 -0.7109
H -1.0196 -0.7407 1.3976 0.2114
H -1.7774 0.4138 2.5205 0.2086
H -2.2187 -1.3036 2.5721 0.3145
H -0.6789 -1.2007 4.3932 0.3366
H 0.3500 -1.7009 3.0602 0.2525
H -0.8617 2.1250 3.4917 0.2920
H -0.6104 1.5721 5.1661 0.2970
H 0.2123 4.7514 4.7437 -0.2909
H 2.0975 4.0368 6.7817 0.2141
H 2.9664 2.8418 6.1590 0.1299
Cl -4.0185 0.6423 0.0528 -0.1537
C -4.5974 -0.6052 -1.0766 -0.4690
C -3.8986 -1.9242 -0.8681 -0.3424
Cl -2.1815 -1.8559 -1.3344 -0.1849
H -4.4445 -0.2368 -2.0880 0.2882
H -5.6648 -0.7304 -0.9018 0.3051
H -4.3655 -2.6854 -1.4918 0.1899
H -3.9427 -2.2347 0.1728 0.3634
Cl 2.2980 2.3188 -0.9170 -0.2277
C 3.3447 2.8353 0.4437 -0.0220
C 4.6686 2.1188 0.4192 -0.4516
Cl 4.4929 0.3870 0.8172 -0.2044
H 2.8051 2.6604 1.3701 -0.0233
H 3.5093 3.9050 0.3279 0.3205
H 5.3299 2.5499 1.1685 0.3002
H 5.1379 2.1883 -0.5592 0.3585
Cl -4.0126 -2.0915 -5.9720 -0.2178
C -2.4501 -2.6333 -5.2921 -0.2409
C -2.4515 -4.1069 -4.9841 -0.4864
Cl -3.5416 -4.4962 -3.6290 -0.1848
H -2.2590 -2.0418 -4.4003 0.2203
H -1.6884 -2.4199 -6.0398 0.2467
H -1.4490 -4.4085 -4.6860 0.3052
H -2.7629 -4.6969 -5.8419 0.3546
Cl -1.4313 0.2588 -10.7976 -0.1850
C -2.8922 -0.7489 -10.6249 -0.4778
C -2.9875 -1.3908 -9.2658 -0.4013
Cl -1.7256 -2.6307 -9.0234 -0.1968
H -2.8708 -1.4956 -11.4142 0.3244
H -3.7504 -0.0960 -10.7736 0.3151
H -3.9475 -1.8921 -9.1616 0.2954
H -2.8871 -0.6603 -8.4685 0.3328
Cl 5.6205 1.0245 5.9960 -0.1841
C 5.1029 -0.6124 6.4838 -0.4331
C 3.6789 -0.9056 6.0864 -0.3703
Cl 2.5132 0.0808 6.9863 -0.1374
H 5.2323 -0.6873 7.5606 0.3042
H 5.7736 -1.3154 5.9917 0.2987
H 3.4639 -1.9550 6.2883 0.3280
H 3.5127 -0.7090 5.0283 0.1823